DFT (ωB97M-V with the def2-TZVPD basis set) results for a cluster of 17 separate species, C37H64ClN19Si in total.

```
122
Properties=species:S:1:pos:R:3:forces:R:3
H -0.8767 -3.1772 4.1407 0.36 -0.31 0.01
H 1.3919 2.6223 -4.7438 0.39 0.04 -0.17
C 0.7099 2.4030 -3.9449 -0.98 -0.88 0.20
C -2.6623 -6.0575 -2.8360 0.00 -0.15 -0.11
H -0.7602 -2.8651 5.8838 -0.04 0.07 0.05
H -2.0293 -5.3503 -3.3661 0.03 0.04 0.05
C -0.7338 -6.7444 3.6739 -0.76 -0.50 -0.10
N -3.7240 -3.7578 5.3364 -0.47 -2.01 2.16
C -4.5320 7.8766 3.6702 0.44 0.76 -0.26
H -3.5804 2.4825 4.3867 -0.02 -0.06 0.02
H -2.6012 -7.1249 2.8036 -0.01 0.00 -0.01
C 4.9905 3.5596 -4.4077 -0.12 0.06 -0.02
H 4.4905 -9.9001 -1.8210 0.04 -0.01 0.00
H 3.4817 4.0055 3.4814 0.03 0.00 0.01
H 2.0305 -5.0616 0.3987 -0.02 -0.05 0.01
H -3.6852 5.5672 2.0015 0.00 0.03 0.02
H -3.3668 -0.4082 -2.3356 -0.27 -0.07 0.04
N 2.7688 0.9445 3.3850 0.10 -0.82 -0.15
H -2.0745 -0.7327 0.1891 -0.03 -0.01 -0.03
C -2.8111 5.8041 1.3983 -0.16 0.17 -0.23
H -2.2575 -2.2895 4.3342 -0.80 1.59 -1.27
C 2.2451 -4.7363 1.4152 -0.04 0.12 -0.14
H 2.5831 6.8000 -7.8438 0.00 0.00 0.04
N -4.5370 -0.2211 4.9857 -0.37 0.66 0.38
C -2.5884 -3.6721 5.2458 1.07 -2.48 2.63
H -2.7744 8.8886 3.1377 0.02 0.01 0.00
C 7.2576 -8.4698 0.6613 0.19 0.85 0.38
N 0.2355 -6.1431 3.7167 0.67 0.28 0.06
C -2.5189 2.2697 4.4877 0.08 0.27 -0.09
C -1.7346 3.2884 3.7888 -0.41 -0.71 0.45
C -1.1361 -3.5534 5.1284 0.17 -0.53 0.43
N -3.8302 3.4640 -2.0051 0.18 0.22 0.09
H 1.7208 5.2641 -7.6717 0.02 0.02 0.06
C -1.7432 -1.6718 0.6342 -0.09 0.06 -0.36
H 2.2732 -5.6053 2.0676 -0.05 0.00 0.03
H -5.0825 1.4108 -2.6476 0.21 -0.27 -0.12
H 0.2383 0.2489 -4.1160 0.18 -0.22 -0.09
N 3.2575 5.1187 -10.4110 0.40 -0.30 -0.62
C -3.2056 6.5693 0.2137 0.27 -0.63 0.72
C 5.6517 -3.4292 2.8376 0.08 0.84 0.39
H -2.2555 2.2655 5.5427 -0.03 -0.02 0.02
H 0.0895 3.2717 -3.7589 0.09 0.50 -0.10
C 2.7092 2.0595 3.6222 -0.07 0.90 0.19
H 8.1258 -6.5584 0.6759 0.01 0.00 -0.02
C 2.5222 5.7817 0.5312 0.17 0.00 0.08
H 6.0566 -2.1671 4.4609 0.00 0.00 0.02
N 7.1428 -9.5095 0.2040 -0.07 -0.71 -0.30
H -2.2655 -6.2004 -1.8340 0.04 0.04 0.01
C 2.6893 5.5356 -9.5134 -0.45 0.34 0.71
C -3.8344 9.0968 3.2667 -0.11 -0.11 0.04
N 4.7705 5.7173 1.8456 0.69 -0.05 0.43
H -2.5229 -7.3895 4.5550 -0.02 0.00 0.01
N -1.1055 -3.2672 -1.3176 0.19 -0.63 -0.56
H 1.7080 3.9008 3.5223 -0.04 -0.03 0.03
H 4.7510 -1.6185 3.3930 -0.03 0.06 0.00
H -3.2853 2.1028 -5.0354 0.01 -0.24 -0.24
C 1.9651 6.0697 -8.3607 0.04 -0.08 -0.12
H 2.6830 5.4613 -0.4957 -0.03 -0.01 -0.02
H -2.1137 6.3843 1.9966 0.04 -0.06 0.05
C -3.1820 -2.1005 3.7930 -0.63 2.46 -2.47
H 2.1225 6.7932 0.5318 -0.02 0.01 -0.01
C 5.7299 -2.0928 3.4263 -0.06 -0.14 -0.07
H -0.6716 -4.5223 5.2666 0.12 -0.07 0.04
C 2.6326 3.4882 3.9248 0.01 -0.10 -0.08
H -6.0770 2.5642 -3.1509 -0.14 0.11 -0.12
H -3.6700 -5.6531 -2.7678 -0.01 0.02 0.00
C -2.5579 -0.3461 -3.0536 0.30 0.53 0.07
C -1.9837 -7.5003 3.6164 0.13 0.06 0.01
C 7.4047 -7.1382 1.2478 -0.09 -0.16 -0.10
N -1.1007 4.0611 3.2363 0.53 0.52 -0.30
H -2.3344 3.4358 -4.4921 0.25 0.38 0.18
H 1.8055 5.1134 1.0054 -0.02 -0.01 -0.01
C -0.2304 1.2115 -4.2756 -0.39 0.95 0.67
H -4.0172 4.9822 -3.9914 -0.11 0.28 0.08
H -1.7676 -8.5527 3.4470 -0.01 -0.01 0.00
H 5.5290 4.1551 -3.6739 0.02 0.00 0.01
H -3.9585 9.8602 4.0314 0.01 0.02 0.00
N -2.7112 -8.3341 -4.1000 -0.02 -0.70 -0.38
C 1.2134 -3.8156 1.8724 0.58 -0.63 -0.19
N 2.7436 4.7214 -5.0193 -0.62 0.48 -0.25
H -4.8286 4.0895 -5.0297 -0.19 -0.15 -0.08
H 7.7484 -7.2232 2.2761 -0.01 0.00 0.02
N -5.0688 6.9161 3.9728 -0.35 -0.69 0.21
H 2.6483 3.6377 5.0021 -0.01 0.00 0.02
C -2.9264 2.6015 -4.1394 -0.18 -0.72 0.79
H 5.6026 3.4511 -5.3003 0.02 -0.01 -0.01
H -2.3114 1.2917 4.0646 -0.01 -0.02 -0.03
C 3.2579 -8.6761 -0.6482 0.51 -0.78 -0.13
C -4.1702 3.0794 -3.3733 -0.40 1.01 -0.25
H -4.2446 9.4594 2.3265 0.01 0.00 -0.02
H -4.5197 3.1208 -1.3573 -0.23 -0.09 0.06
Si -1.8185 1.3644 -3.2388 0.52 -0.45 -0.53
N -3.4875 7.1261 -0.7428 -0.23 0.46 -0.65
H -2.9461 -1.7947 2.7754 -0.06 0.50 0.33
N 2.6621 -7.7134 -0.5021 -0.42 0.71 0.15
H -2.3262 4.8823 1.0903 0.05 -0.01 -0.02
C 3.7322 4.2188 -4.7510 0.80 -0.39 0.20
N -4.7459 4.2773 -4.0355 0.27 -0.29 0.02
C -2.6898 -7.3358 -3.5473 0.01 0.79 0.45
Cl -1.2020 1.9536 -1.3148 0.04 -0.20 -0.18
N -5.2222 2.0786 -3.3969 0.00 -0.15 0.05
C -1.3767 -2.5995 -0.4320 -0.21 0.70 0.59
H -3.8366 4.4714 -1.8976 0.12 0.08 -0.03
H -2.8592 -0.7356 -4.0188 -0.30 -0.01 -0.21
H -2.5490 -2.0937 1.2323 0.17 -0.05 -0.40
N 5.5905 -4.4730 2.3794 -0.01 -0.70 -0.32
H 1.0468 6.5496 -8.6922 -0.01 0.01 -0.01
H 6.4405 -1.4876 2.8681 0.00 0.02 -0.01
C 3.7889 5.7510 1.2642 -0.86 0.02 -0.50
H 4.7860 2.5754 -3.9912 0.00 -0.01 0.00
H 3.2133 -4.2422 1.4353 0.03 -0.02 0.00
H 3.3740 -10.7666 -0.7491 -0.03 -0.01 -0.02
C -3.9399 -1.0421 4.4631 0.50 -0.86 -0.58
H -0.8856 -1.4877 1.2703 0.05 -0.03 0.07
H -1.7507 -0.9833 -2.7138 0.18 -0.22 0.22
H 4.8128 -9.9670 -0.0814 0.00 -0.01 -0.08
H 1.2038 2.1914 -3.0055 0.44 0.08 0.09
H 6.4456 -6.6253 1.2371 0.01 0.06 0.05
H -3.7699 -3.0157 3.7662 0.05 1.11 -1.09
C 4.0310 -9.9038 -0.8354 -0.17 0.10 0.08
H -0.5391 1.3066 -5.3117 -0.09 -0.26 -0.32
N 0.3999 -3.1111 2.2540 -0.47 0.49 0.30
```
Forces are in eV/Å.

Summary:
**Calculated total energy**: -88114.684 eV
**Gap between HOMO and LUMO**: 9.32 eV
**LUMO energy**: 0.0890 eV
**HOMO level**: -0.339 Eh